No. 1
Formula: CH4N5
Source: the Open Molecules 2025 dataset
Level of theory: the ωB97M-V functional and the def2-TZVPD basis

The geometry in XYZ format:
```
10
Properties=species:S:1:pos:R:3:forces:R:3:mulliken_charge:R:1
C 0.89288 -0.53865 0.86293 -0.3 -3.7 0.9 -0.65
N -0.10013 0.15037 0.12898 -0.7 2.0 -0.4 0.68
H 0.06174 -0.58316 -1.92335 -1.4 1.4 2.2 0.37
N -0.44484 0.02402 -1.13975 1.5 -1.9 -1.6 0.04
N -1.40149 0.84706 -1.39169 -0.2 -0.2 -1.8 -0.14
N -1.64283 1.51769 -0.33572 0.4 0.4 1.4 -0.12
H 0.94903 -1.61967 0.60843 -1.0 0.4 -0.3 0.31
H 1.88948 -0.34029 0.65549 1.7 1.8 -0.2 0.39
N -0.81402 1.13129 0.62842 -0.1 -1.0 -0.3 -0.22
H 0.61019 -0.58865 1.90625 0.2 0.7 0.2 0.33
```
Positions in Å, forces in eV/Å.

Output
highest occupied orbital energy = -17.641 eV
frontier orbital gap = 11.596 eV
LUMO = -6.04 eV
charge = +1


No. 2
Formula: C4H4N2O2
Source: the Open Molecules 2025 dataset
Level of theory: the ωB97M-V functional and the def2-TZVPD basis

The geometry in XYZ format:
```
12
Properties=species:S:1:pos:R:3:forces:R:3:mulliken_charge:R:1
N -1.07087 -0.16719 0.84678 -0.2 0.0 0.1 -0.06
C 0.09542 -0.83538 1.09915 0.1 -0.2 0.2 0.27
C -0.94731 0.60719 -0.29405 0.4 0.1 -0.4 -0.43
H 0.78443 0.85559 -1.63308 0.0 0.1 -0.1 0.43
C 0.29093 0.44254 -0.77867 -0.3 0.3 -0.3 -0.28
C 2.25632 -0.88576 -0.07401 0.2 -0.5 0.6 0.12
O 2.99139 -0.55168 -0.95813 0.1 0.2 -0.3 -0.51
H 2.51844 -1.58227 0.73762 0.0 0.1 -0.1 0.35
H -1.89039 -0.24404 1.42424 0.2 -0.1 0.0 0.19
H -1.75703 1.20621 -0.65593 -0.1 0.1 -0.1 0.41
N 0.96053 -0.44511 0.06247 -0.6 0.3 0.0 0.09
O 0.34547 -1.59245 2.00119 0.1 -0.3 0.4 -0.60
```
Positions in Å, forces in eV/Å.

Output
highest occupied orbital energy = -8.803 eV
frontier orbital gap = 9.491 eV
LUMO = 0.69 eV


No. 3
Formula: C5H5Cl2ErNO5V
Source: the Open Molecules 2025 dataset
Level of theory: the ωB97M-V functional and the def2-TZVPD basis

The geometry in XYZ format:
```
20
Properties=species:S:1:pos:R:3:forces:R:3:mulliken_charge:R:1
C 0.02596 1.35728 2.76108 -0.7 1.6 0.8 0.75
O -0.04405 1.03805 1.47001 -0.3 -0.9 -0.5 -0.49
Er -0.27668 -0.43108 0.05394 1.4 1.6 -0.3 1.56
C 0.74317 0.33522 3.64054 0.2 0.3 0.0 -0.52
H 0.57323 0.04584 5.75261 0.3 -0.1 0.2 0.36
V -0.14765 0.33429 -6.89775 1.1 4.8 6.5 0.72
C -0.76357 0.74546 -8.62085 -3.9 1.9 -11.9 0.46
H 1.79813 0.59742 3.71505 0.0 0.1 0.1 0.27
Cl -0.53644 0.86999 -4.81642 0.1 -0.5 -2.1 0.09
H -0.85682 0.07076 4.93919 0.1 0.0 0.2 0.34
O -1.06084 0.88094 -9.74797 1.8 -0.7 7.0 0.10
C 0.24732 -1.46515 -6.97868 2.6 -12.6 -0.9 0.57
O -1.23854 -2.15061 2.91217 1.2 2.8 -5.8 -0.05
C -1.01141 -1.63397 1.88612 -2.0 -4.1 7.1 0.18
H -0.07140 1.47341 5.15999 0.2 0.3 0.0 0.37
N 0.08605 0.47721 4.97103 -0.5 -0.5 0.0 -0.25
H 0.70785 -0.68625 3.26532 0.0 0.2 0.4 0.27
O -0.45155 2.34850 3.28298 0.7 -1.7 -1.2 -0.48
Cl 1.78221 -1.59501 0.31599 -0.7 0.2 -0.2 -0.30
O 0.49502 -2.61230 -7.06436 -1.5 7.3 0.6 0.06
```
Positions in Å, forces in eV/Å.

Output
2S+1 = 6
highest occupied orbital energy (spin up / spin down) = -21.634 / -21.634 eV
frontier orbital gap (spin up / spin down) = 2.988 / 3.783 eV
LUMO (spin up / spin down) = -18.65 / -17.85 eV
charge = +4


No. 4
Formula: C27H24AuBrNPS3
Source: the Open Molecules 2025 dataset
Level of theory: the ωB97M-V functional and the def2-TZVPD basis

The geometry in XYZ format:
```
58
Properties=species:S:1:pos:R:3:forces:R:3:mulliken_charge:R:1
C -0.87369 -2.45969 -3.30761 0.0 0.0 0.0 -1.13
C -2.58402 -5.71565 -1.05680 0.0 0.0 0.0 -0.88
C -1.06192 -2.84506 1.99031 0.0 0.0 0.0 -0.31
H -4.92892 -0.48500 2.47171 0.0 0.0 0.0 0.50
N 0.56443 -0.25756 2.18504 0.0 0.1 0.3 0.39
H -3.99836 -1.64354 4.13209 0.0 0.0 0.0 0.36
H -4.37344 -2.48033 -1.67721 0.0 0.0 0.0 0.54
H -3.41365 2.33032 -2.29111 0.0 0.0 0.0 0.45
C 1.62743 -0.90706 2.65352 0.0 0.1 0.0 -0.18
C -0.25556 0.30838 3.06540 0.0 -0.1 0.0 -0.11
H -5.90520 -1.08222 -3.02374 0.0 0.0 0.0 0.43
C -4.18588 -1.41841 -1.78781 0.0 0.0 0.0 -0.54
S 1.70928 1.30227 -0.72642 0.1 0.2 -0.1 -0.33
H -1.28753 2.05239 -1.07049 0.0 0.0 0.0 0.64
S 1.98901 -1.52517 -0.88720 -0.1 0.0 0.2 -0.42
H -4.88784 -1.30807 0.91338 0.0 0.0 0.0 0.28
H -2.21079 -2.98052 5.15725 0.0 0.0 0.0 0.41
H -1.23971 -4.99431 -4.07223 0.0 0.0 0.0 0.41
C 2.84365 -0.00356 -0.89299 0.2 0.0 0.0 0.25
C -1.57439 -4.84575 -3.05285 0.0 0.0 0.0 -0.86
C -2.78699 0.51563 -1.34249 0.1 0.2 0.0 0.36
H -3.04156 -6.52830 -0.50829 0.0 0.0 0.0 0.44
C -3.06960 -0.84047 -1.19443 0.1 -0.1 0.0 0.29
C -2.14060 -5.90186 -2.35569 0.0 0.0 0.0 -0.72
H -1.64048 -1.70197 -3.49297 0.0 0.0 0.0 0.19
H 2.77631 -1.58067 4.34263 0.0 0.0 0.0 0.46
C -2.16457 -2.73847 4.10298 0.0 0.0 0.0 -0.94
H 2.28472 -1.34271 1.90749 0.0 0.0 0.0 0.31
H -1.10620 0.84635 2.65848 0.0 0.0 0.0 0.24
H -0.03689 -1.96114 -2.81932 0.0 0.0 0.0 0.10
Br 1.29037 -0.66606 6.75673 0.0 0.0 0.1 -0.14
C -5.03925 -0.63797 -2.55146 0.0 0.0 0.0 -0.82
C -1.09516 -3.17187 3.33199 0.0 0.0 0.0 -0.76
C -3.16925 -1.98395 3.52316 0.0 0.0 0.0 -0.82
H -0.78174 0.69508 5.11662 0.0 0.0 0.0 0.46
C -4.28042 -0.77977 1.64792 0.0 0.0 0.0 -1.27
C -2.43614 -4.47459 -0.45744 0.0 -0.1 0.0 -0.66
C -0.08284 0.22821 4.43761 0.0 0.0 0.0 -0.76
S 4.45136 0.18344 -1.00874 0.0 0.0 0.0 -0.25
H -3.91570 0.12731 1.16585 0.0 0.0 0.0 0.20
H -0.22107 -3.17067 1.38525 0.0 0.0 0.0 0.47
C 1.01460 -0.47446 4.90063 0.0 0.0 0.0 0.20
C -1.85569 -3.41416 -1.15120 0.2 0.0 -0.1 0.87
H -0.52619 -2.83032 -4.27032 0.0 0.0 0.0 0.47
C -4.75013 0.71019 -2.73611 0.0 0.0 0.0 -0.63
P -1.75890 -1.77773 -0.36939 -0.3 0.1 0.1 1.25
C -3.15283 -1.63535 2.17055 0.0 0.0 0.0 0.21
C 1.90078 -1.04393 4.00649 0.0 0.0 0.0 -0.79
Au 0.00086 -0.24775 -0.50909 -0.2 -0.5 -0.8 0.68
C -2.07945 -2.09135 1.39531 0.0 -0.1 0.0 1.25
C -1.42674 -3.58652 -2.47919 0.0 0.0 0.0 0.86
C -3.63294 1.27981 -2.14224 -0.1 0.0 0.1 -0.89
H -2.77621 -4.33390 0.56015 0.0 0.0 0.0 0.42
H -2.23908 -6.86966 -2.83050 0.0 0.0 0.0 0.39
H -1.84702 1.29027 0.42518 -0.2 0.2 -0.1 0.30
H -5.39702 1.32048 -3.35347 0.0 0.0 0.0 0.40
H -0.29093 -3.74580 3.77320 0.0 0.0 0.0 0.44
C -1.60887 1.11261 -0.62977 0.1 -0.2 0.4 -1.67
```
Positions in Å, forces in eV/Å.

Output
highest occupied orbital energy = -7.704 eV
frontier orbital gap = 7.323 eV
LUMO = -0.38 eV


No. 5
Formula: C27H42Cl3HgN4O3SSi
Source: the Open Molecules 2025 dataset
Level of theory: the ωB97M-V functional and the def2-TZVPD basis

The geometry in XYZ format:
```
82
Properties=species:S:1:pos:R:3:forces:R:3:mulliken_charge:R:1
H -1.41615 -3.75033 -4.44301 -0.2 0.2 -0.1 0.30
H -1.78448 -2.39423 -5.55089 0.0 -0.2 0.2 0.30
H 5.54154 -1.66579 -3.79544 0.0 0.0 0.0 0.31
C -2.14229 -2.96254 -4.68037 0.2 -0.1 -0.3 -1.09
H -5.12717 -2.87924 2.68289 0.1 0.4 0.0 0.33
O -3.37891 -1.79837 2.54009 -1.9 -0.6 0.2 -0.54
C 0.20510 2.63944 -2.60788 -0.1 -0.6 0.1 -0.96
H 1.32367 3.09677 1.10013 -0.2 -0.7 -0.1 0.18
H -0.59164 -2.21529 3.07340 0.0 0.1 0.3 0.40
H -2.85020 -0.06603 -4.87659 -0.1 0.1 0.3 0.33
C 0.98716 4.50813 -1.24512 -0.1 -0.7 -0.1 0.10
H -0.73680 1.60290 6.28650 -0.2 -0.2 0.1 0.36
H 2.52039 3.51098 -3.81220 0.0 0.1 0.2 0.33
C 3.45436 -0.66875 -2.01884 0.5 0.3 0.5 0.29
H 5.78648 0.99564 3.51117 -0.2 0.0 -0.1 0.36
H -3.81359 0.49300 2.53577 -0.5 0.0 0.0 0.17
C -4.90182 0.52496 2.67383 0.2 0.1 -0.1 -0.89
C 0.68742 1.48060 2.10257 -0.5 -1.1 0.5 0.41
H -4.51094 -2.11750 -1.74699 0.1 0.0 0.0 0.29
H 4.30452 -1.03131 3.54467 0.0 0.3 -0.2 0.38
H 3.17509 -2.19414 -3.54201 -0.1 0.3 0.1 0.46
H -7.15822 -0.66979 3.86329 0.0 0.0 -0.2 0.32
Cl -0.73720 -1.43692 -2.04196 -0.9 -0.2 -1.5 -0.11
C 2.61972 -1.38238 -3.04335 -0.3 0.0 -0.2 -1.35
H 5.37843 0.03809 -1.49135 -0.3 0.1 -0.1 0.45
H 1.43427 1.53803 0.14197 -0.1 -0.1 -0.3 -0.29
C -6.86245 -0.98807 2.85387 0.3 -0.1 0.1 -0.88
H -5.14171 1.02375 3.61826 0.0 -0.1 0.0 0.34
C 4.40494 1.28133 0.41055 0.1 0.1 0.4 -0.05
H 3.23707 4.10527 -2.27742 0.0 -0.2 -0.2 0.27
H 6.32471 -0.10160 -3.61423 0.2 0.1 -0.3 0.39
H 2.10786 -1.13087 -0.46775 0.2 0.2 0.3 0.24
C 4.31343 -0.36046 2.67959 0.2 0.2 0.0 -0.68
C -1.27112 -0.49436 5.95565 0.1 0.2 -0.1 -0.48
C -4.62203 -1.89160 2.63250 2.0 0.3 -0.2 0.07
H -7.38919 -0.37215 2.11476 0.0 -0.2 0.1 0.30
H 5.83763 2.48196 1.50736 -0.2 -0.3 0.1 0.36
H 0.38865 1.62170 -2.22867 -0.1 0.3 -0.1 0.24
C 4.73071 -0.36798 -2.26759 -0.3 -0.2 0.5 0.35
H 4.44516 1.88362 -0.50359 -0.1 -0.1 0.4 0.36
C 2.57126 3.35579 -2.72356 -0.1 0.0 0.1 -0.78
C -1.23398 -1.55873 5.04138 0.2 0.4 0.2 -0.80
H -3.09329 -3.44382 -4.96557 0.3 0.1 0.1 0.31
H -3.33022 -3.38831 -1.37917 0.0 0.0 -0.2 0.34
N 0.37796 0.19056 2.17865 0.2 0.5 -0.5 0.00
H -2.91177 0.60986 -3.21700 -0.1 -0.2 -0.1 0.18
H -4.33937 -3.51555 -2.81731 0.2 0.2 0.1 0.39
C 2.69619 -0.22474 -0.76284 -0.2 -0.3 0.0 0.71
C -3.78228 -2.80304 -2.18813 0.0 0.0 -0.1 -1.18
N 1.25563 3.50832 -2.12661 0.0 1.0 0.1 0.38
H 2.84971 -1.51731 1.54192 0.2 0.2 0.2 0.29
H -7.11687 -2.04948 2.72658 -0.1 0.4 0.0 0.27
C -0.12011 -0.15067 3.40787 -0.2 0.7 0.7 -0.63
S 0.40330 2.39561 3.60760 0.0 -0.3 0.0 -0.43
C 5.13535 0.77862 2.66601 0.0 -0.2 -0.3 -0.49
H -1.68733 -2.50670 5.32800 0.2 0.1 -0.2 0.40
C 3.57246 0.15848 0.43811 0.0 -0.6 -0.5 -0.33
C -0.73264 0.75231 5.61126 0.1 -0.1 -0.4 -0.47
H -1.70860 -0.63041 6.94427 0.1 0.0 -0.2 0.36
Si -2.51343 -1.85252 -3.23430 0.2 0.1 0.8 0.40
H -5.36899 1.07412 1.85090 0.2 0.0 0.1 0.32
H 0.22994 2.61663 -3.70651 0.0 0.1 0.1 0.30
C -0.63089 -1.40316 3.79756 0.1 0.2 -0.3 -0.06
Cl -0.61032 -3.65858 0.89603 -0.3 -0.1 -0.1 -0.61
H -0.75795 3.01194 -2.25532 0.1 0.0 0.0 0.33
C 5.36178 -0.60350 -3.58880 0.2 -0.2 -0.6 -1.61
H 2.27224 -0.68358 -3.82552 0.0 -0.2 0.2 0.20
H 1.73287 -1.81759 -2.56735 0.3 0.1 -0.2 -0.09
Cl -3.29187 0.04648 -0.22642 0.0 -0.5 0.1 -0.65
H 4.74051 -0.23575 -4.41966 0.2 0.0 0.2 0.30
O -0.07150 4.65690 -0.63897 0.7 0.3 -0.5 -0.61
C -0.18545 0.92678 4.34403 -0.3 -0.7 0.2 0.74
C 3.52155 -0.65644 1.56976 0.3 0.3 0.0 -0.31
N 1.14078 2.09479 1.03592 0.4 0.7 -0.2 0.29
O 1.85307 0.79889 -1.11478 0.0 0.2 0.1 -0.61
Hg -2.07592 -1.92740 0.35003 0.3 0.8 0.7 1.22
H -4.30141 -0.29732 -3.87855 0.2 0.1 0.0 0.33
C 5.18110 1.60630 1.53395 -0.3 -0.4 -0.2 -0.82
H 2.95577 2.34579 -2.52630 -0.2 0.2 0.1 0.12
H 1.87522 5.17291 -1.10757 -0.4 -0.2 0.1 0.25
N -5.42975 -0.82913 2.67581 -0.4 -0.2 0.2 0.28
C -3.20511 -0.23383 -3.84897 0.1 0.0 -0.2 -0.93
```
Positions in Å, forces in eV/Å.

Output
highest occupied orbital energy = -4.385 eV
frontier orbital gap = 6.529 eV
LUMO = 2.14 eV
charge = -1


No. 6
Formula: CH4N2O
Source: the Open Molecules 2025 dataset
Level of theory: the ωB97M-V functional and the def2-TZVPD basis

The geometry in XYZ format:
```
8
Properties=species:S:1:pos:R:3:forces:R:3:mulliken_charge:R:1
N 0.26376 -0.80160 -0.37852 -2.2 -0.4 -2.0 -0.26
H -0.01234 0.67480 -1.96876 0.0 0.0 1.8 0.30
O 0.12165 -0.96657 1.01550 1.9 -0.4 0.8 -0.45
H -0.53412 -1.42711 -0.79977 2.1 1.3 0.9 0.26
H 1.03772 -1.28212 1.34717 -2.2 0.8 -1.1 0.36
C -0.06419 0.57769 -0.82899 -0.3 0.1 2.0 0.07
N -0.35287 1.53383 -0.01319 0.1 -1.8 -0.1 -0.58
H -0.45545 1.17525 1.01329 0.6 0.5 -2.4 0.30
```
Positions in Å, forces in eV/Å.

Output
highest occupied orbital energy = -9.841 eV
frontier orbital gap = 10.702 eV
LUMO = 0.86 eV


Result set for DFT total energy: -313.8809; -414.8426; -3502.2438; -5343.6886; -3720.6491; -225.1634 Eh, one per record in the order listed.
Result set for ΔE to the lowest compared entry with this formula, charge and spin: 59.1; 2.2; 0.0; 7.6; 0.0; 80.7 kcal/mol, one per record in the order listed.